1.
C2HHgO3 as an isolated structure at a distorted geometry, computed with ωB97M-V with the def2-TZVPD basis set.

Its charge is +2. The total energy is -12381.51380 eV. The spin multiplicity is 2. For the HOMO-LUMO gap (alpha / beta), the calculation gives 0.23915 / 0.36623 Eh.

Structure (XYZ):
```
7
Properties=species:S:1:pos:R:3:mulliken_spin:R:1
H -1.926 -1.143 1.855 0.108
O -1.662 -0.038 0.140 0.143
O 2.747 0.059 0.190 0.001
O 1.026 0.574 -1.221 0.000
C -1.328 -0.473 1.198 0.722
C 2.039 0.385 -0.659 0.002
Hg -0.896 0.635 -1.503 0.024
```



2.
C2HKNaO3 as an isolated structure at a distorted geometry, computed with ωB97M-V with the def2-TZVPD basis set.

The total energy is -28972.51082 eV. The spin multiplicity is 2. For the HOMO-LUMO gap (alpha / beta), the calculation gives 0.15155 / 0.20172 Eh.

Structure (XYZ):
```
8
Properties=species:S:1:pos:R:3:mulliken_spin:R:1
O -1.791 -0.148 -0.572 0.246
C -0.984 0.526 0.141 0.519
O 0.864 -1.792 0.242 -0.005
C 0.822 -0.550 0.358 0.095
O 1.765 0.253 0.619 -0.015
Na -0.654 -1.811 -1.551 -0.001
H -1.421 1.127 0.989 0.038
K 1.400 2.394 -0.226 0.123
```



3.
C2HLiO2Tl as an isolated structure at a distorted geometry, computed with ωB97M-V with the def2-TZVPD basis set.

Its charge is +1. The total energy is -11072.30261 eV. For the HOMO-LUMO gap (alpha / beta), the calculation gives 0.30178 / 0.28991 Eh.

Structure (XYZ):
```
7
Properties=species:S:1:pos:R:3:mulliken_charge:R:1
O -1.649 -0.037 0.382 -0.550
C -0.986 0.905 -0.180 0.560
C 0.260 0.675 -0.771 -0.363
H 0.182 0.146 -1.733 0.396
Li -0.570 -1.612 0.340 0.911
Tl 1.301 0.185 2.041 0.637
O 1.463 -0.261 -0.079 -0.592
```



4.
A 2-piece molecular cluster, C2HN2O3 overall at a distorted geometry, computed with ωB97M-V with the def2-TZVPD basis set.

Its charge is -1. The total energy is -11212.28554 eV. For the HOMO-LUMO gap, the calculation gives 0.18859 Eh.

Structure (XYZ):
```
8
Properties=species:S:1:pos:R:3:mulliken_charge:R:1
C -1.640 0.627 0.361 0.437
C 2.034 -0.695 1.052 0.719
N -0.331 -0.063 -1.712 -0.847
N -1.057 0.479 -0.674 0.105
O -2.174 1.098 1.334 -0.692
O 2.739 -1.222 0.304 -0.388
O 1.392 -0.180 1.858 -0.361
H -0.963 -0.043 -2.524 0.027
```



5.
C2HN3 as an isolated structure at a distorted geometry, computed with ωB97M-V with the def2-TZVPD basis set.

The total energy is -6553.42583 eV. For the HOMO-LUMO gap (alpha / beta), the calculation gives 0.28213 / 0.33721 Eh.

Structure (XYZ):
```
6
Properties=species:S:1:pos:R:3:mulliken_charge:R:1
C -1.150 0.561 0.065 0.431
C -0.139 -1.084 0.042 0.030
N -1.458 -0.652 -0.007 -0.372
N 0.083 1.099 0.017 -0.568
N 0.722 0.001 -0.076 0.124
H 1.943 0.075 -0.041 0.355
```



6.
A 2-piece molecular cluster, C2HN3O2 overall at a distorted geometry, computed with ωB97M-V with the def2-TZVPD basis set.

The total energy is -10650.52425 eV. The SMILES is N#CN=O.N=C=O. For the HOMO-LUMO gap (alpha / beta), the calculation gives 0.29986 / 0.29989 Eh.

Structure (XYZ):
```
8
Properties=species:S:1:pos:R:3:mulliken_charge:R:1
N -1.526 1.994 1.050 -0.346
C -1.226 1.186 0.233 0.611
N -0.740 0.447 -0.738 -0.034
O -1.398 -0.321 -1.399 -0.249
N 1.784 -0.797 -0.140 -0.349
C 0.727 -0.873 0.390 0.553
O -0.207 -1.312 0.925 -0.419
H 2.585 -0.324 -0.322 0.233
```



7.
A 2-piece molecular cluster, C2HN3O2S overall at a distorted geometry, computed with ωB97M-V with the def2-TZVPD basis set.

The total energy is -21483.57811 eV. The SMILES is C#C[N+](=O)[O-].N#[N+][S-]. For the HOMO-LUMO gap, the calculation gives 0.33469 Eh.

Structure (XYZ):
```
9
Properties=species:S:1:pos:R:3:mulliken_charge:R:1
C 0.866 -0.936 -1.000 -0.306
C -0.219 -0.386 -0.937 0.080
N -1.484 0.061 -0.861 0.766
O -1.737 1.199 -1.118 -0.441
O -2.317 -0.705 -0.355 -0.509
H 1.629 -1.651 -1.079 0.427
N 0.139 1.281 1.123 -0.220
N 0.952 0.862 1.773 0.296
S 2.172 0.276 2.453 -0.092
```



8.
A single C2HN3O3 molecule at a distorted geometry, computed with ωB97M-V with the def2-TZVPD basis set.

The total energy is -12696.30211 eV. The SMILES is O=[N+]([O-])c1cnno1. For the HOMO-LUMO gap, the calculation gives 0.37281 Eh.

Structure (XYZ):
```
9
Properties=species:S:1:pos:R:3:mulliken_charge:R:1
O -2.312 0.763 -0.158 -0.519
N -1.617 -0.182 -0.037 0.902
O -2.037 -1.314 0.232 -0.490
C -0.126 -0.079 -0.300 0.364
C 0.782 0.867 -0.001 -0.364
N 2.061 0.312 0.138 -0.193
N 1.915 -0.893 -0.068 0.043
O 0.488 -1.355 -0.210 -0.142
H 0.845 1.880 0.404 0.400
```



9.
An isolated ion of composition C2HN4S and charge -1 at a distorted geometry, computed with ωB97M-V with the def2-TZVPD basis set.

Its charge is -1. The total energy is -18882.83803 eV. For the HOMO-LUMO gap (alpha / beta), the calculation gives 0.25880 / 0.25890 Eh.

Structure (XYZ):
```
8
Properties=species:S:1:pos:R:3:mulliken_charge:R:1
C -0.057 -0.272 0.318 0.333
C -1.417 -0.440 0.200 -0.394
N 0.727 0.749 -1.356 -0.295
N 1.064 -0.454 0.838 -0.147
N 1.786 0.756 -0.791 0.122
N 2.134 0.201 0.286 -0.546
S -2.458 0.746 0.749 -0.394
H -1.780 -1.286 -0.245 0.320
```



10.
A single C2HNO2 molecule at a distorted geometry, computed with ωB97M-V with the def2-TZVPD basis set.

The total energy is -7673.62638 eV. The SMILES is N#CC(=O)O. For the HOMO-LUMO gap, the calculation gives 0.43510 Eh.

Structure (XYZ):
```
6
Properties=species:S:1:pos:R:3:mulliken_charge:R:1
N -1.737 -1.277 1.191 -0.325
C -1.019 -0.453 0.681 0.152
C 0.275 0.050 -0.005 0.686
O 1.390 -0.008 0.358 -0.458
O 0.068 0.788 -1.096 -0.414
H 1.023 0.900 -1.129 0.359
```



11.
C2HNO2S as an isolated structure at a distorted geometry, computed with ωB97M-V with the def2-TZVPD basis set.

The total energy is -18509.24939 eV. For the HOMO-LUMO gap, the calculation gives 0.36660 Eh.

Structure (XYZ):
```
7
Properties=species:S:1:pos:R:3:mulliken_charge:R:1
C 1.055 0.305 0.060 0.189
C -0.998 -0.734 -0.091 0.520
N 0.472 1.431 -0.072 -0.357
O -1.830 -1.539 -0.002 -0.376
O 0.307 -0.853 -0.085 -0.262
S -1.147 1.350 -0.038 -0.043
H 2.142 0.039 0.227 0.329
```



12.
C2HNO2S as an isolated structure at a distorted geometry, computed with ωB97M-V with the def2-TZVPD basis set.

The total energy is -18504.54837 eV. For the HOMO-LUMO gap (alpha / beta), the calculation gives 0.24703 / 0.24672 Eh.

Structure (XYZ):
```
7
Properties=species:S:1:pos:R:3:mulliken_charge:R:1
C -1.158 -0.028 0.214 0.129
C -0.300 0.760 -0.413 0.583
N -1.345 1.300 0.364 -0.435
O 1.743 -1.597 -0.046 -0.442
O 0.855 0.784 -1.032 -0.401
S 1.639 -0.218 0.310 0.231
H -1.435 -1.000 0.602 0.335
```



13.
A single C2HNO4 molecule at a distorted geometry, computed with ωB97M-V with the def2-TZVPD basis set.

The total energy is -11766.34415 eV. The SMILES is O=c1oc[n+]([O-])o1. For the HOMO-LUMO gap, the calculation gives 0.36642 Eh.

Structure (XYZ):
```
8
Properties=species:S:1:pos:R:3:mulliken_charge:R:1
O -0.572 0.806 -2.382 -0.420
C -0.276 0.534 -1.284 0.623
O -0.592 -0.776 -0.675 -0.341
C -0.128 -0.868 0.611 0.002
N 0.462 0.220 0.969 0.696
O 1.015 0.681 1.910 -0.613
O 0.351 1.168 -0.327 -0.374
H -0.260 -1.766 1.178 0.427
```



14.
C2HNO6S4 as an isolated structure at a distorted geometry, computed with ωB97M-V with the def2-TZVPD basis set.

Its charge is -2. The total energy is -59206.21554 eV. For the HOMO-LUMO gap, the calculation gives 0.24224 Eh.

Structure (XYZ):
```
14
Properties=species:S:1:pos:R:3:mulliken_charge:R:1
C 0.585 1.352 -0.629 0.090
C -0.497 0.313 -0.089 -0.114
N 0.295 2.567 -0.667 -0.466
O 3.198 1.847 -1.352 -0.727
O -1.013 -1.552 -1.960 -0.732
O 2.430 -0.425 -1.082 -0.675
O 2.658 1.116 0.839 -0.703
O -2.817 -0.363 -1.029 -0.716
O -1.265 0.717 -2.558 -0.689
S -1.646 1.162 0.869 -0.231
S -1.192 2.989 -0.073 -0.062
S 2.340 0.939 -0.577 1.241
S -1.439 -0.253 -1.497 1.337
H 0.061 -0.367 0.560 0.448
```



15.
A single C2HNOS molecule at a distorted geometry, computed with ωB97M-V with the def2-TZVPD basis set.

The total energy is -16461.22924 eV. The SMILES is N#CC(O)=S. For the HOMO-LUMO gap, the calculation gives 0.32180 Eh.

Structure (XYZ):
```
6
Properties=species:S:1:pos:R:3:mulliken_charge:R:1
N -2.210 -0.755 -0.050 -0.304
C -1.135 -0.365 0.065 0.216
C 0.107 0.346 0.068 0.399
O 0.027 1.617 -0.070 -0.427
S 1.377 -0.607 -0.009 -0.243
H -0.620 2.177 0.255 0.360
```



16.
A single C2HNOS2 molecule at a distorted geometry, computed with ωB97M-V with the def2-TZVPD basis set.

The total energy is -27295.64848 eV. For the HOMO-LUMO gap, the calculation gives 0.33362 Eh.

Structure (XYZ):
```
7
Properties=species:S:1:pos:R:3:mulliken_charge:R:1
C -4.004 0.333 0.097 0.681
C -1.365 0.385 -0.070 -0.141
N -3.564 -0.784 0.014 -0.358
O -4.455 1.389 0.180 -0.356
S -1.891 -1.169 -0.010 0.180
S 0.174 0.998 -0.016 -0.121
H 1.065 -0.023 0.076 0.114
```



17.
A 2-piece molecular cluster, C2HNOS2 overall at a distorted geometry, computed with ωB97M-V with the def2-TZVPD basis set.

The total energy is -27295.05604 eV. For the HOMO-LUMO gap, the calculation gives 0.30964 Eh.

Structure (XYZ):
```
7
Properties=species:S:1:pos:R:3:mulliken_charge:R:1
C 1.308 -0.414 -0.164 0.533
C -1.966 1.065 -0.431 -0.056
N 1.113 -1.505 -0.592 -0.375
O 1.267 0.683 0.194 -0.389
S -1.907 0.269 1.079 -0.015
S -1.405 2.269 0.619 0.036
H 1.591 -2.368 -0.705 0.266
```



18.
A 2-piece molecular cluster, C2HNOS2 overall at a distorted geometry, computed with ωB97M-V with the def2-TZVPD basis set.

The total energy is -27296.03996 eV. The SMILES is C#[N+][S-].O=C=S. For the HOMO-LUMO gap, the calculation gives 0.32992 Eh.

Structure (XYZ):
```
7
Properties=species:S:1:pos:R:3:mulliken_charge:R:1
C 0.981 -0.979 -1.074 -0.148
N -0.083 -0.730 -1.453 0.013
S -1.563 -0.893 -1.770 -0.193
H 1.810 -0.776 -0.527 0.327
O -1.558 0.615 1.592 -0.334
C -0.471 1.047 1.579 0.691
S 0.884 1.716 1.655 -0.356
```



19.
C2HNdO3 as an isolated structure at a distorted geometry, computed with ωB97M-V with the def2-TZVPD basis set.

Its charge is +3. The total energy is -23472.22004 eV. The spin multiplicity is 5. For the HOMO-LUMO gap (alpha / beta), the calculation gives 0.18072 / 0.27515 Eh.

Structure (XYZ):
```
7
Properties=species:S:1:pos:R:3:mulliken_spin:R:1
H -1.143 3.074 -0.019 0.024
O 0.559 1.921 0.045 -0.019
O -1.423 -2.851 0.044 0.000
O 0.653 -1.863 -0.067 0.001
C -0.613 2.108 0.143 0.217
C -0.334 -2.493 -0.020 -0.001
Nd 2.300 0.103 -0.126 3.778
```



20.
C2HO3Sr as an isolated structure at a distorted geometry, computed with ωB97M-V with the def2-TZVPD basis set.

Its charge is +2. The total energy is -9047.67341 eV. The spin multiplicity is 2. For the HOMO-LUMO gap (alpha / beta), the calculation gives 0.26939 / 0.36746 Eh.

Structure (XYZ):
```
7
Properties=species:S:1:pos:R:3:mulliken_spin:R:1
O -1.235 -0.219 0.865 0.135
O 0.580 -2.569 -0.430 0.180
O 0.184 0.876 -0.114 0.080
C 0.386 -1.449 -0.242 0.261
C -0.435 -0.282 -0.135 0.331
Sr 1.332 2.725 -1.017 0.004
H -0.812 0.918 1.073 0.008
```